# 1
80
Properties=species:S:1:pos:R:3:forces:R:3 method="wB97M-V/def2-TZVPD" homo_ev=-4.085 total_charge=-1 total_energy_ha=-8716.2636 orbital_gap_ha=0.225
F -8.9726 -0.6759 0.2525 -0.109 -0.105 0.087
H -3.4381 1.9101 -3.6162 -0.265 -0.486 -0.309
H -1.3240 3.2042 -2.0475 0.626 0.571 0.237
H -3.9294 2.7667 -2.1883 -0.449 0.222 0.405
O -2.3295 -0.6017 -0.9811 0.070 -0.378 0.316
H 2.2743 -0.0961 2.5258 -0.295 -0.423 0.660
Br 1.7099 2.1074 -1.3167 -0.359 -0.393 -0.039
B -1.5602 0.5214 -0.6959 -0.712 -1.200 0.716
C -1.3705 -2.2925 -5.2526 -0.293 0.512 0.798
O -7.6340 0.8824 -0.4981 -0.068 0.350 -0.121
H -2.0965 -1.7992 -5.8671 -0.327 0.210 -0.700
H 0.3656 -2.8627 -3.6540 0.445 -0.884 -0.087
H 3.9471 1.5837 0.7799 0.378 0.221 -0.737
H -6.0543 0.9878 0.8478 -0.060 0.137 0.134
C 2.5069 0.1286 1.5040 -0.934 0.301 0.218
C 8.1663 -2.4099 3.9777 -0.049 0.150 0.277
F 5.8494 0.0214 0.3560 0.061 0.007 0.043
C -8.6259 0.6238 0.3912 0.215 -0.136 0.067
C -1.8729 2.2994 -2.2090 -0.166 0.830 0.338
H 3.1724 -0.6377 1.1521 0.295 -0.530 -0.270
F -8.2242 0.8064 1.6617 -0.214 -0.313 0.027
C 0.9109 -1.1681 -2.4946 0.477 -1.004 0.132
H 4.1519 0.6339 3.3336 0.293 -0.670 0.346
F -10.8206 1.1942 0.9991 -0.036 -0.001 -0.029
F -9.5757 2.7705 0.1235 -0.279 -0.171 -0.066
C -0.1341 -2.1140 -3.0780 -0.062 0.941 -0.194
H 7.4999 -0.7032 -0.4851 -0.002 -0.058 0.026
H 7.0379 -4.2114 0.2818 -0.126 -0.025 0.026
H -0.6250 -0.5101 -4.4124 0.254 0.707 -0.086
O 0.0301 1.7466 1.5037 0.460 -1.417 -1.081
H -3.2154 -0.5160 -0.6198 -0.475 0.164 -0.397
F 5.6788 -2.5219 -0.4801 0.087 0.054 -0.162
H 1.8378 -1.4224 -2.9844 0.690 0.120 -0.352
F 7.6809 -0.4058 1.4835 -0.264 0.158 -0.379
O -1.5558 -0.6823 2.7214 0.295 -0.258 0.304
C 6.4181 -2.2311 0.6245 -0.095 -0.212 0.436
C 3.9744 1.5881 2.8981 -0.635 0.471 -0.409
C -3.1441 2.6635 -2.9062 -0.247 -0.564 -0.434
H -0.7097 -2.5652 -2.2962 -0.331 -0.421 0.516
F -7.8697 3.2435 1.9062 0.355 0.341 0.078
C -9.8660 1.4557 0.0738 -0.291 0.118 0.003
C 7.4861 -3.3282 0.7293 0.061 -0.396 -0.543
H -3.0430 3.5757 -3.4503 0.074 0.775 -0.405
C -6.4029 2.9949 0.0538 -0.327 -0.279 -0.299
H -1.8164 -3.1973 -4.8947 -0.209 -0.836 0.020
H -5.8789 3.2383 2.1438 -0.023 -0.010 -0.013
O 7.8389 -3.7375 2.0322 -0.286 0.138 0.089
H 2.5373 2.2878 1.5579 -0.631 0.886 -0.534
N 1.1254 -1.3184 -1.0529 -1.515 1.456 0.757
Br 0.9502 -2.5760 2.9772 0.092 0.077 0.411
C -6.6431 3.5833 1.4424 0.016 0.213 0.172
H -0.4719 -2.5049 -5.7905 0.520 -0.252 -0.565
H -10.2418 1.2071 -0.9206 0.007 -0.032 0.015
H 0.6867 -0.1684 -2.8044 -0.136 0.763 0.207
Nb 0.6116 0.2711 0.1945 3.118 2.683 -0.840
F 7.1789 -1.5651 3.6347 0.121 -0.089 0.295
H 7.7686 -3.1823 4.6393 0.036 -0.009 -0.009
I 2.7397 2.6114 4.3549 0.232 -0.104 0.043
F 9.1295 -1.7080 4.6231 -0.005 -0.023 0.038
C 3.2316 1.4882 1.5656 -0.157 -1.265 1.107
F 9.3979 -2.1304 1.9643 0.296 -0.143 0.197
F 9.7106 -3.9331 3.1458 0.149 0.022 0.069
H -1.1206 -0.5645 3.5702 0.043 0.215 0.193
F -6.5838 4.9350 1.3614 -0.041 -0.105 0.013
H 0.6991 -2.1935 -0.7878 0.328 -0.472 0.264
H -0.0965 1.4060 2.3916 -0.171 0.169 0.292
H 4.8775 2.1452 2.7906 0.629 0.505 0.291
C -6.4229 1.4639 -0.0595 0.572 -0.329 -0.095
F -7.2765 3.5244 -0.8343 0.133 0.111 0.033
C -1.0655 -1.4178 -4.0480 -0.063 -0.626 -0.601
C 6.9152 -0.7983 0.4353 0.005 0.296 -0.116
H -5.7072 1.2221 -0.8419 0.013 0.085 -0.087
H -1.9988 -1.1897 -3.5818 -0.568 0.476 0.522
H 8.3662 -3.0944 0.1313 -0.011 0.205 0.028
P -0.5635 -1.5228 1.6612 -0.748 -0.262 -1.109
C 8.7762 -3.0459 2.7305 0.093 -0.087 -0.173
F -5.1580 3.3808 -0.3101 0.160 0.166 0.147
H -1.2466 1.6804 -2.8239 0.335 -0.600 -0.243
O -2.1578 1.7452 -0.9400 0.079 -0.286 0.226
F 5.6041 -2.2961 1.6949 -0.081 0.026 -0.130

***

# 2
16
Properties=species:S:1:pos:R:3:forces:R:3 method="wB97M-V/def2-TZVPD" homo_ev="-8.207 / -8.205" total_energy_ha=-288.5828 e_above_lowest_kj_mol=523.1 orbital_gap_ha="0.312 / 0.312"
C 0.9668 1.5761 0.2459 -0.170 0.156 -0.011
H -1.0516 1.4771 1.0848 0.157 -0.053 0.053
C -1.2644 -0.3365 -1.5312 -0.023 0.033 -0.039
C -0.2092 0.9063 0.6786 0.087 0.360 0.191
H 1.3051 1.5793 -0.7754 -0.081 -0.098 0.086
H -1.0853 -0.8790 1.7227 0.058 0.020 -0.142
C -0.2772 -0.3426 -0.4066 -0.068 -0.137 -0.404
H -0.9166 0.3209 -2.3336 -0.022 -0.061 0.088
C -0.2861 -0.5667 1.0576 -0.137 -0.126 0.100
H 1.3226 2.4276 0.8379 -0.021 -0.097 -0.082
H -1.3747 -1.3431 -1.9464 0.031 0.115 0.062
H 0.9952 -2.2395 0.7405 0.003 0.125 -0.032
N 1.1086 -0.5359 -0.5026 -0.078 -0.144 -0.093
C 1.0895 -1.1507 0.8380 0.226 -0.076 0.244
H -2.2499 0.0070 -1.2040 0.154 -0.028 -0.001
H 1.9273 -0.9003 1.4938 -0.116 0.011 -0.020

***

# 3
73
Properties=species:S:1:pos:R:3:forces:R:3 method="wB97M-V/def2-TZVPD" homo_ev=-5.286 total_charge=-1 total_energy_ha=-4074.8138 e_above_lowest_kj_mol=14.0 orbital_gap_ha=0.256
H -1.2729 -2.2671 3.4695 0.000 -0.008 0.020
H 1.5027 -1.1996 -2.3633 -0.044 0.016 0.004
H -2.4193 0.7277 4.2221 0.011 -0.016 -0.011
C 2.7577 1.6472 0.9824 -0.041 -0.008 -0.025
H -3.5705 0.2115 -3.5021 -0.003 -0.001 -0.014
H -5.0218 1.2616 -0.8814 -0.007 0.033 -0.006
C 3.5107 -0.7418 -1.6318 0.413 -0.168 -0.206
H -2.5248 4.4413 6.3410 -0.003 0.006 0.002
C -0.3245 -1.3512 5.1471 -0.020 -0.072 0.134
C -2.6231 2.5817 5.2699 0.049 0.003 0.010
C -1.4393 -3.4091 6.6618 0.016 0.028 -0.017
N 3.9221 0.0824 -0.6014 -0.063 0.138 0.123
H 6.5795 2.1468 -0.0550 0.001 -0.015 0.001
H 7.3374 3.8404 -1.7958 0.011 0.028 -0.021
C -1.9032 1.5159 4.7576 0.003 0.007 0.005
O -2.8633 1.0210 1.2243 -0.326 0.063 -0.056
O 6.8584 1.2665 -2.7124 -0.138 0.111 -0.002
N 1.7120 0.1969 -0.7448 0.095 -0.017 -0.310
O -1.2146 1.9289 -0.4677 -0.473 0.248 0.015
O 3.8604 -2.1566 -3.3536 0.005 0.008 -0.088
H 5.3393 0.3156 0.8988 -0.021 0.004 0.005
P -2.6915 1.7813 -0.2125 0.117 -0.122 -0.025
C -0.5895 3.5471 6.1081 0.051 -0.054 -0.022
C -1.9639 3.6031 5.9464 -0.022 -0.028 -0.017
S 5.8108 2.1476 -2.2526 -0.057 -0.308 -0.374
P -2.6047 -1.1456 -1.0109 0.022 0.252 -0.193
C -1.1055 -2.3234 4.5387 -0.030 -0.028 -0.002
H -2.2640 -4.1082 4.8088 -0.003 -0.006 -0.002
Li -0.3276 0.3828 -0.4776 1.046 0.042 0.202
O 4.5061 2.1032 -2.8659 0.123 -0.082 0.005
O -1.1160 -1.1169 -1.1675 -0.593 -0.215 0.009
O 5.4901 -1.8212 -1.9800 0.104 -0.011 -0.071
C 0.1330 2.4732 5.5949 -0.023 0.043 0.010
H 0.5270 -0.6690 6.9939 0.001 0.004 -0.004
C 6.5706 4.2190 -3.8050 0.034 0.043 0.048
C 6.3964 3.8103 -2.3463 0.117 0.288 -0.052
H 1.2084 2.4124 5.7102 0.001 0.015 0.009
H 2.6835 2.6559 0.5678 -0.019 -0.010 -0.008
O -3.1535 -1.5825 0.3934 -0.002 -0.223 -0.014
C -3.3467 0.4712 -1.3776 0.094 -0.021 -0.095
H -3.1678 -0.8069 0.9929 -0.005 0.115 0.073
C 5.6222 1.8963 -0.5148 0.005 -0.010 0.316
H -1.8729 -4.2084 7.2502 -0.002 -0.004 0.004
H -3.6959 2.6216 5.1316 -0.006 0.004 -0.001
C 5.2708 0.4516 -0.1801 -0.091 -0.106 -0.002
H -0.0722 4.3415 6.6323 0.006 0.001 0.002
O -3.6697 2.8854 -0.3346 -0.003 -0.051 -0.004
C 2.7847 0.6431 -0.1128 -0.019 0.015 0.102
C -1.6589 -3.3531 5.2948 0.028 0.054 -0.013
O -4.7546 0.3783 -1.1850 -0.054 -0.007 0.038
H -0.4787 -2.4763 8.3437 -0.001 -0.004 0.004
O -3.2619 -2.2116 -2.0014 -0.008 0.023 0.142
C -0.0997 -1.4172 6.5228 0.004 -0.005 -0.030
H -3.3623 1.8979 -2.9835 -0.025 -0.004 0.000
C -3.0302 0.8718 -2.8228 0.020 0.005 0.044
H 3.6311 1.5851 1.6286 -0.008 -0.037 0.019
P 0.4065 0.0388 4.2112 0.104 0.127 -0.187
H 5.6579 4.4304 -1.8364 0.007 0.017 -0.009
H -1.9631 0.8201 -3.0381 0.012 -0.003 0.043
C 2.1606 -0.6564 -1.7083 -0.286 0.006 0.196
S -0.1458 -0.1384 2.2945 -0.030 -0.139 -0.025
H 5.6189 4.1895 -4.3313 -0.024 -0.024 0.011
H 4.8624 2.5945 -0.1683 0.004 0.010 0.028
H 1.8772 1.4652 1.5963 -0.049 -0.021 0.009
N 4.3541 -1.6217 -2.3812 -0.217 0.066 0.259
H 6.9616 5.2347 -3.8529 -0.009 -0.003 -0.001
H -2.5845 -2.7883 -2.3689 0.086 -0.028 -0.077
C -0.5178 1.4560 4.9125 -0.084 0.034 0.064
H -2.0282 0.9503 1.7324 0.241 -0.013 0.022
C -0.6571 -2.4361 7.2762 -0.008 -0.012 -0.017
S 2.3365 0.1926 4.6134 -0.023 0.006 0.007
H 7.2706 3.5570 -4.3122 0.003 -0.024 0.013
H 5.9667 -0.2342 -0.6513 0.011 0.043 0.002